1.
{"formula": "C6H8N", "method": "ωB97M-V/def2-TZVPD", "total_charge": 1, "smiles": "C1=C2[N@@H+]3CCC[C@]123", "spin_multiplicity": 1, "fmax_ha_per_bohr": 0.11733, "total_energy_ha": -287.71996, "lumo_ev": -4.6, "homo_lumo_gap_ha": 0.35298, "symbols": ["C", "C", "N", "C", "C", "C", "C", "H", "H", "H", "H", "H", "H", "H", "H"], "positions_angstrom": [[0.146, -1.496, 1.606], [-0.192, -1.934, 0.297], [-1.010, -0.754, 0.011], [-0.590, 0.223, -1.335], [0.838, 0.672, -0.854], [0.474, 1.049, 0.640], [-0.140, -0.266, 1.057], [0.660, -1.847, 2.484], [-1.989, -0.984, 0.132], [-1.354, 1.106, -1.421], [-0.642, -0.398, -2.134], [1.169, 1.559, -1.286], [1.471, -0.099, -1.006], [1.382, 1.365, 1.053], [-0.224, 1.804, 0.757]]}



2.
{"formula": "C4H6Br4", "method": "ωB97M-V/def2-TZVPD", "spin_multiplicity": 1, "fmax_ha_per_bohr": 0.06670, "total_energy_ha": -10452.04940, "lumo_ev": 0.1, "homo_lumo_gap_ha": 0.37644, "symbols": ["C", "C", "C", "C", "Br", "Br", "Br", "Br", "H", "H", "H", "H", "H", "H"], "positions_angstrom": [[1.685, -0.786, 0.934], [-1.559, 0.816, -0.902], [-0.614, 0.049, 0.192], [0.854, 0.029, -0.129], [-3.199, 1.474, -0.142], [-1.341, -1.881, 0.221], [1.376, 1.938, -0.125], [1.185, -0.571, -1.975], [2.743, -0.436, 1.090], [1.259, -0.672, 1.919], [1.740, -1.904, 0.716], [-1.127, 1.625, -1.418], [-2.025, 0.048, -1.602], [-0.978, 0.271, 1.222]]}



3.
{"formula": "C2H2I2NO", "method": "ωB97M-V/def2-TZVPD", "total_charge": -1, "spin_multiplicity": 1, "fmax_ha_per_bohr": 0.10312, "total_energy_ha": -802.71860, "lumo_ev": 2.7, "homo_lumo_gap_ha": 0.24397, "symbols": ["C", "C", "N", "O", "I", "I", "H", "H"], "positions_angstrom": [[-0.191, 0.630, 0.460], [0.648, 0.087, -0.578], [0.307, 1.535, -0.359], [0.311, 2.772, -0.653], [-2.593, -0.709, -0.162], [2.709, -0.744, -0.132], [-0.360, 0.672, 1.436], [0.487, -0.613, -1.419]]}



4.
{"formula": "C23H88O21", "method": "ωB97M-V/def2-TZVPD", "spin_multiplicity": 1, "fmax_ha_per_bohr": 0.04424, "total_energy_ha": -2508.91295, "lumo_ev": -0.2, "homo_lumo_gap_ha": 0.33222, "symbols": ["C", "O", "H", "H", "H", "H", "C", "O", "H", "H", "H", "H", "C", "O", "H", "H", "H", "H", "C", "O", "H", "H", "H", "H", "C", "O", "H", "H", "H", "H", "C", "O", "H", "H", "H", "H", "C", "O", "H", "H", "H", "H", "C", "C", "O", "H", "H", "H", "H", "H", "H", "C", "C", "O", "H", "H", "H", "H", "H", "H", "C", "C", "O", "H", "H", "H", "H", "H", "H", "C", "C", "O", "H", "H", "H", "H", "H", "H", "C", "C", "O", "H", "H", "H", "H", "H", "H", "C", "C", "O", "H", "H", "H", "H", "H", "H", "C", "C", "O", "H", "H", "H", "H", "H", "H", "C", "C", "O", "H", "H", "H", "H", "H", "H", "O", "H", "H", "O", "H", "H", "O", "H", "H", "O", "H", "H", "O", "H", "H", "O", "H", "H"], "positions_angstrom": [[-2.372, 2.382, -3.341], [-2.773, 1.025, -3.596], [-2.143, 2.472, -2.279], [-1.550, 2.669, -3.997], [-3.214, 3.030, -3.584], [-3.626, 0.942, -3.164], [-3.307, -3.080, -4.378], [-4.379, -3.314, -3.501], [-3.531, -2.315, -5.122], [-2.450, -2.795, -3.766], [-3.019, -4.007, -4.873], [-5.182, -3.358, -4.025], [3.907, 4.138, 0.214], [3.745, 2.677, 0.262], [3.106, 4.642, 0.754], [4.890, 4.469, 0.548], [3.727, 4.386, -0.832], [2.885, 2.492, -0.123], [-0.343, 4.726, 1.075], [0.505, 4.997, -0.105], [-1.378, 5.042, 0.944], [-0.536, 3.669, 1.259], [0.000, 5.315, 1.924], [0.654, 5.946, -0.102], [0.460, -3.528, -3.054], [-0.395, -2.889, -2.142], [1.166, -2.809, -3.471], [1.060, -4.233, -2.478], [-0.091, -4.042, -3.841], [-0.558, -1.986, -2.424], [-3.330, -1.305, -1.083], [-4.362, -2.284, -0.972], [-3.284, -0.606, -0.247], [-2.327, -1.732, -1.089], [-3.510, -0.819, -2.042], [-4.419, -2.736, -1.817], [0.694, -1.683, -5.832], [0.996, -2.769, -6.701], [0.403, -0.889, -6.520], [-0.163, -1.973, -5.224], [1.515, -1.413, -5.167], [0.140, -3.068, -7.017], [-4.702, 1.911, 3.739], [-3.915, 2.967, 2.963], [-3.195, 2.273, 1.950], [-5.396, 1.504, 3.003], [-5.215, 2.354, 4.592], [-4.076, 1.104, 4.117], [-3.343, 3.572, 3.667], [-4.511, 3.683, 2.396], [-3.864, 2.060, 1.295], [1.988, -0.963, 1.816], [1.389, -2.127, 1.058], [-0.019, -2.012, 0.935], [3.061, -1.055, 1.647], [1.791, -1.088, 2.880], [1.596, -0.016, 1.444], [1.680, -3.066, 1.528], [1.781, -2.119, 0.041], [-0.251, -2.896, 0.640], [1.544, -0.702, 5.821], [3.026, -0.673, 5.723], [3.327, -2.050, 5.497], [1.204, 0.334, 5.811], [1.184, -1.123, 6.759], [1.049, -1.189, 4.981], [3.521, -0.311, 6.624], [3.423, 0.040, 5.001], [4.074, -2.250, 6.066], [2.008, 5.626, -4.813], [1.421, 4.836, -3.597], [1.891, 3.481, -3.643], [1.767, 6.686, -4.738], [1.782, 5.269, -5.818], [3.086, 5.488, -4.733], [0.338, 4.944, -3.662], [1.686, 5.331, -2.663], [1.792, 3.049, -2.792], [3.121, -0.102, -1.903], [4.342, -0.648, -1.188], [4.782, -1.896, -1.666], [2.441, 0.130, -1.083], [2.655, -0.822, -2.576], [3.369, 0.835, -2.402], [4.158, -0.844, -0.132], [5.134, 0.101, -1.175], [5.561, -1.745, -2.207], [1.155, 2.472, 3.650], [0.876, 3.668, 4.564], [2.052, 4.425, 4.587], [0.355, 1.740, 3.761], [2.101, 2.031, 3.964], [1.243, 2.737, 2.596], [0.521, 3.300, 5.526], [0.093, 4.308, 4.157], [1.956, 5.181, 5.171], [-2.738, -5.068, 1.490], [-2.259, -5.259, 0.054], [-0.946, -4.810, -0.124], [-3.800, -5.295, 1.592], [-2.398, -4.088, 1.825], [-2.214, -5.819, 2.080], [-2.963, -4.864, -0.678], [-2.417, -6.317, -0.158], [-0.895, -4.187, -0.853], [0.368, -5.247, 3.670], [1.622, -4.973, 4.450], [1.280, -3.943, 5.359], [0.072, -4.293, 3.232], [-0.392, -5.589, 4.373], [0.484, -6.021, 2.911], [2.297, -4.620, 3.671], [1.899, -5.788, 5.119], [1.942, -3.256, 5.248], [-4.928, 1.638, -0.025], [-5.024, 1.544, -0.973], [-5.807, 1.483, 0.321], [1.346, 1.138, -4.750], [1.349, 2.067, -4.519], [2.011, 1.058, -5.434], [-2.230, -0.392, 2.601], [-2.159, 0.523, 2.330], [-1.610, -0.857, 2.040], [1.379, 2.631, -0.973], [1.121, 3.413, -0.484], [0.741, 1.966, -0.716], [-0.408, -0.385, -3.024], [0.193, 0.077, -3.608], [-1.268, -0.013, -3.220], [-0.066, 0.505, -0.221], [-0.237, 0.196, -1.111], [0.202, -0.279, 0.258]]}